Record 1
The following is a quantum chemistry calculation of a 7-piece molecular cluster, C14H42O14 overall in a non-equilibrium geometry, from the Open Molecules 2025 dataset.

ORCA input file:
```
! wB97M-V def2-TZVPD RIJCOSX def2/J DEFGRID3
* xyz 0 1
O 4.9700 2.1836 1.4016
C 3.7804 2.9488 1.5714
C 3.7027 3.9670 0.4638
O 4.9515 4.5741 0.2583
H 4.6867 1.2691 1.2763
H 2.9004 2.3015 1.5700
H 3.8275 3.4624 2.5400
H 2.9656 4.7419 0.6888
H 3.3553 3.4768 -0.4634
H 5.6103 3.8852 0.4154
O -4.8603 -0.2866 0.5932
C -4.9282 -0.8751 1.8966
C -6.3036 -0.7364 2.4811
O -7.1857 -1.7389 1.9514
H -4.2724 0.4730 0.6913
H -4.7147 -1.9408 1.7865
H -4.2021 -0.4440 2.5917
H -6.7184 0.2430 2.2282
H -6.2759 -0.8122 3.5713
H -7.5578 -2.2354 2.6836
O -0.6828 0.3872 -4.5380
C -0.3632 -0.9703 -4.1742
C -0.5150 -1.0389 -2.6914
O 0.5198 -0.3080 -2.0416
H -0.4886 0.5008 -5.4724
H -1.0239 -1.6640 -4.6943
H 0.6840 -1.1800 -4.4235
H -0.5626 -2.0666 -2.3268
H -1.5015 -0.6321 -2.4175
H 0.7118 0.4321 -2.6316
O -2.5271 1.9187 0.5858
C -1.4834 1.0365 0.1928
C -0.1854 1.2810 0.9482
O 0.6999 0.1762 0.7102
H -2.2138 2.7949 0.3391
H -1.7165 0.0031 0.4627
H -1.3042 1.0644 -0.8858
H -0.3287 1.3369 2.0283
H 0.3393 2.2075 0.6715
H 0.5794 -0.0271 -0.2352
O 3.8555 -0.0274 0.2285
C 4.7660 -0.7877 -0.5290
C 5.6931 -1.6048 0.3708
O 6.7057 -2.2489 -0.3687
H 3.1862 -0.5809 0.6471
H 4.2435 -1.3957 -1.2768
H 5.3945 -0.0707 -1.0622
H 5.1078 -2.2856 1.0030
H 6.1836 -0.8865 1.0317
H 6.2971 -2.9360 -0.9029
O -5.5194 2.3695 -1.1673
C -5.3375 1.6642 -2.3791
C -3.9249 1.1260 -2.5493
O -3.7222 -0.1752 -2.0435
H -4.7903 2.9846 -1.0476
H -6.0633 0.8511 -2.3539
H -5.5851 2.2906 -3.2483
H -3.2581 1.8777 -2.0759
H -3.6066 1.1691 -3.5935
H -4.1945 -0.2367 -1.1997
O 3.3880 -2.7988 3.5263
C 2.6162 -3.7059 2.7384
C 1.4796 -3.0244 2.0259
O 1.9243 -2.3493 0.8686
H 4.2208 -2.6306 3.0794
H 3.2505 -4.1848 1.9873
H 2.1710 -4.4436 3.4073
H 0.9497 -2.3612 2.7191
H 0.7473 -3.7991 1.7460
H 1.4530 -1.5086 0.8149
*
```

Computed properties:
SMILES string   OCCO.OCCO.OCCO.OCCO.OCCO.OCCO.OCCO
Energy relative to the best compared isomer or geometry (same formula, charge and spin)   0.348 eV
F_max   1.33 eV/Å
Calculated total energy   -43860.7476 eV
Frontier orbital gap   9.7 eV



Record 2
The following is a quantum chemistry calculation of a 5-piece molecular cluster, C14H43N4O5 overall in a non-equilibrium geometry, from the Open Molecules 2025 dataset.

ORCA input file:
```
! wB97M-V def2-TZVPD RIJCOSX def2/J DEFGRID3
* xyz 1 1
N -16.0086 25.6221 -8.3006
H -16.3244 25.7751 -9.2477
H -16.7947 25.4007 -7.7063
H -15.6217 26.5262 -8.0708
H -15.2409 24.9783 -8.1732
C -15.4480 21.0775 -9.2543
C -14.0364 21.1291 -8.7263
O -13.7339 22.5267 -8.4624
O -15.5847 21.7554 -10.4742
H -16.1921 21.5010 -8.5796
H -15.7572 20.0323 -9.2508
H -13.3866 20.6007 -9.4239
H -13.8869 20.6415 -7.7630
H -12.8143 22.7961 -8.5209
H -16.4353 21.6156 -10.8966
C -12.6623 28.0077 -4.3334
C -12.5346 26.8066 -5.3170
C -11.1178 26.2499 -5.3899
O -11.0710 25.0958 -6.1997
C -10.2786 24.0405 -5.7943
N -13.5138 25.7728 -5.0413
H -12.2155 28.8939 -4.7840
H -12.0896 27.9082 -3.4113
H -13.7085 28.1962 -4.0926
H -12.6743 27.1597 -6.3387
H -10.7518 26.1997 -4.3644
H -10.6650 26.9699 -6.0715
H -10.4103 23.2275 -6.5083
H -10.7346 23.7398 -4.8511
H -9.2199 24.2065 -5.5950
H -12.9263 25.0964 -4.5751
H -14.2784 25.9839 -4.4161
C -22.4305 26.5883 -7.6289
C -20.8761 26.2728 -7.6549
C -20.6154 25.1813 -6.6158
O -19.2747 24.5931 -6.6452
C -19.1238 23.5684 -5.7197
N -20.7005 25.8118 -8.9850
H -22.5078 27.4589 -8.2801
H -22.6967 26.8992 -6.6187
H -23.1486 25.7986 -7.8500
H -20.2587 27.1537 -7.4790
H -21.2622 24.3646 -6.9364
H -20.8654 25.5999 -5.6409
H -19.5278 23.8112 -4.7369
H -18.0984 23.2479 -5.5353
H -19.7206 22.7167 -6.0460
H -21.2666 24.9784 -9.0571
H -21.1448 26.4731 -9.6058
C -16.7354 28.7679 -10.6498
C -16.3159 27.8877 -11.8194
C -14.7694 27.7568 -12.0548
O -14.1142 27.0510 -11.0020
C -12.9001 26.4679 -11.3290
N -16.8854 26.5254 -11.6343
H -17.7447 28.4401 -10.4011
H -16.7820 29.8305 -10.8878
H -16.0852 28.6449 -9.7837
H -16.8574 28.4322 -12.5930
H -14.2999 28.7237 -12.2356
H -14.6137 27.2098 -12.9846
H -12.3527 27.0793 -12.0463
H -13.0913 25.5325 -11.8548
H -12.3867 26.1866 -10.4095
H -17.8931 26.5931 -11.6395
H -16.7423 26.0012 -12.4857
*
```

Computed properties:
Energy relative to the best compared isomer or geometry (same formula, charge and spin)   3.046 eV
F_max   2.79 eV/Å
Calculated total energy   -31403.6793 eV
Frontier orbital gap   9.2 eV



Record 3
The following is a quantum chemistry calculation of a 7-piece molecular cluster, C14H43NO12 overall in a non-equilibrium geometry, from the Open Molecules 2025 dataset.

ORCA input file:
```
! wB97M-V def2-TZVPD RIJCOSX def2/J DEFGRID3
* xyz -1 2
C 2.5229 2.0156 -2.1314
O 1.2675 2.4048 -1.4989
C 1.0485 1.9227 -0.1286
C 1.7711 2.8877 0.9337
N 1.0715 4.1539 1.0093
C 1.2972 4.7320 2.3130
C 0.3828 5.9820 2.5430
O -0.8332 5.6013 3.1878
C -1.9172 4.9273 2.5462
H 3.3701 2.1612 -1.4611
H 2.5836 2.6952 -2.9814
H 2.5749 0.9792 -2.4652
H 1.4996 0.9381 -0.0051
H -0.0256 1.8131 0.0210
H 2.8283 3.0082 0.6971
H 1.6940 2.3407 1.8734
H 1.3883 4.8370 0.3363
H 2.3439 5.0342 2.3448
H 1.1494 4.0486 3.1492
H 0.1631 6.5269 1.6249
H 0.8048 6.7149 3.2307
H -2.6895 4.6121 3.2479
H -1.5463 3.9709 2.1778
H -2.3676 5.5819 1.8000
C -2.0874 -3.6424 2.4911
C -2.4028 -4.4714 1.2729
O -3.7742 -4.9208 1.4628
O -2.1858 -4.5275 3.6329
H -2.8347 -2.8537 2.5786
H -1.0995 -3.2121 2.3270
H -1.7021 -5.3029 1.3479
H -2.1842 -3.8053 0.4383
H -3.7829 -5.5159 2.2161
H -1.2852 -4.8249 3.7811
C 3.3788 -0.7001 3.2012
C 3.6290 -1.1789 1.8244
O 2.5080 -1.8141 1.1843
O 2.4070 0.3161 3.2383
H 4.2437 -0.1727 3.6036
H 3.0305 -1.4396 3.9223
H 4.5353 -1.7839 1.8520
H 3.9442 -0.3477 1.1937
H 1.7261 -1.2882 1.3681
H 2.4117 0.7311 4.1040
C -2.3696 -5.0308 -4.0804
C -1.9893 -3.8087 -3.2007
O -0.8495 -4.1726 -2.4257
O -1.5013 -5.0763 -5.1741
H -3.3990 -4.8562 -4.3933
H -2.3153 -5.9565 -3.5075
H -2.7634 -3.5855 -2.4664
H -1.8382 -2.8919 -3.7704
H -0.6661 -3.4916 -1.7745
H -0.6516 -5.2251 -4.7529
C -0.6281 1.2921 -4.4880
C -1.3587 0.2865 -3.5539
O -0.9645 0.4868 -2.2154
O -1.3701 2.5233 -4.5698
H -0.5617 0.8453 -5.4800
H 0.4248 1.4240 -4.2390
H -1.0189 -0.6757 -3.9371
H -2.4340 0.3561 -3.7187
H -0.7897 1.4237 -2.1002
H -1.0509 3.1204 -3.8891
O 0.1455 -0.6912 1.9059
H -0.7640 -0.4444 2.0738
H 0.6491 -0.2154 2.5663
O -0.3536 -1.9520 -0.8555
H 0.0570 -1.6883 -0.0320
H -0.4964 -1.1309 -1.3262
*
```

Computed properties:
F_max   2.91 eV/Å
Calculated total energy   -41270.8259 eV
Frontier orbital gap (spin up / spin down)   2.2 / 8.8 eV



What did the second record say?
The following is a quantum chemistry calculation of a 5-piece molecular cluster, C14H43N4O5 overall in a non-equilibrium geometry, from the Open Molecules 2025 dataset.

ORCA input file:
```
! wB97M-V def2-TZVPD RIJCOSX def2/J DEFGRID3
* xyz 1 1
N -16.0086 25.6221 -8.3006
H -16.3244 25.7751 -9.2477
H -16.7947 25.4007 -7.7063
H -15.6217 26.5262 -8.0708
H -15.2409 24.9783 -8.1732
C -15.4480 21.0775 -9.2543
C -14.0364 21.1291 -8.7263
O -13.7339 22.5267 -8.4624
O -15.5847 21.7554 -10.4742
H -16.1921 21.5010 -8.5796
H -15.7572 20.0323 -9.2508
H -13.3866 20.6007 -9.4239
H -13.8869 20.6415 -7.7630
H -12.8143 22.7961 -8.5209
H -16.4353 21.6156 -10.8966
C -12.6623 28.0077 -4.3334
C -12.5346 26.8066 -5.3170
C -11.1178 26.2499 -5.3899
O -11.0710 25.0958 -6.1997
C -10.2786 24.0405 -5.7943
N -13.5138 25.7728 -5.0413
H -12.2155 28.8939 -4.7840
H -12.0896 27.9082 -3.4113
H -13.7085 28.1962 -4.0926
H -12.6743 27.1597 -6.3387
H -10.7518 26.1997 -4.3644
H -10.6650 26.9699 -6.0715
H -10.4103 23.2275 -6.5083
H -10.7346 23.7398 -4.8511
H -9.2199 24.2065 -5.5950
H -12.9263 25.0964 -4.5751
H -14.2784 25.9839 -4.4161
C -22.4305 26.5883 -7.6289
C -20.8761 26.2728 -7.6549
C -20.6154 25.1813 -6.6158
O -19.2747 24.5931 -6.6452
C -19.1238 23.5684 -5.7197
N -20.7005 25.8118 -8.9850
H -22.5078 27.4589 -8.2801
H -22.6967 26.8992 -6.6187
H -23.1486 25.7986 -7.8500
H -20.2587 27.1537 -7.4790
H -21.2622 24.3646 -6.9364
H -20.8654 25.5999 -5.6409
H -19.5278 23.8112 -4.7369
H -18.0984 23.2479 -5.5353
H -19.7206 22.7167 -6.0460
H -21.2666 24.9784 -9.0571
H -21.1448 26.4731 -9.6058
C -16.7354 28.7679 -10.6498
C -16.3159 27.8877 -11.8194
C -14.7694 27.7568 -12.0548
O -14.1142 27.0510 -11.0020
C -12.9001 26.4679 -11.3290
N -16.8854 26.5254 -11.6343
H -17.7447 28.4401 -10.4011
H -16.7820 29.8305 -10.8878
H -16.0852 28.6449 -9.7837
H -16.8574 28.4322 -12.5930
H -14.2999 28.7237 -12.2356
H -14.6137 27.2098 -12.9846
H -12.3527 27.0793 -12.0463
H -13.0913 25.5325 -11.8548
H -12.3867 26.1866 -10.4095
H -17.8931 26.5931 -11.6395
H -16.7423 26.0012 -12.4857
*
```

Computed properties:
Energy relative to the best compared isomer or geometry (same formula, charge and spin)   3.046 eV
F_max   2.79 eV/Å
Calculated total energy   -31403.6793 eV
Frontier orbital gap   9.2 eV



> The lowest F_max belongs to which entry?

C14H42O14